Entry 1:
Computed, not measured: 2 unconnected molecules or ions with the total composition C3H4N2OS, with wB97M-V/def2-TZVPD.

Structure (XYZ):
```
11
Properties=species:S:1:pos:R:3:forces:R:3:lowdin_charge:R:1
C -0.367 -0.480 -1.595 1.16 0.07 -3.65 -0.2557
C -0.821 -1.752 0.075 0.63 -2.47 -1.30 -0.2649
C -0.135 0.223 -0.495 1.00 2.78 3.82 -0.1317
N -0.729 -1.719 -1.245 -1.37 -1.72 1.10 0.0325
N -0.363 -0.670 0.645 0.62 4.92 0.45 0.0384
O 1.182 2.708 1.480 1.81 -1.04 0.94 -0.6443
S 0.477 2.789 0.017 -0.09 -3.18 -0.55 0.7003
H -0.122 -0.374 -2.716 -0.62 0.69 2.20 0.1324
H -0.956 -2.674 0.595 -0.43 -0.28 0.38 0.1118
H -0.294 -0.352 1.664 -0.35 -0.89 -2.36 0.1818
H 2.128 2.302 1.574 -2.36 1.13 -1.03 0.0995
```
Forces are in eV/Å.

Summary:
* F_max: 0.0968 Eh/bohr
* LUMO energy: -1.4354 eV
* gap between HOMO and LUMO: 0.276 Ha

Entry 2:
Computed, not measured: a gas-phase ion, C4H11N5S (charge +2), with wB97M-V/def2-TZVPD.

Structure (XYZ):
```
21
Properties=species:S:1:pos:R:3:forces:R:3:lowdin_charge:R:1
C 0.462 -1.374 0.395 -1.67 -1.44 2.76 0.1379
C -0.448 -0.705 1.167 1.16 0.33 -0.08 -0.2126
N -1.099 -1.413 2.366 0.66 0.86 -1.89 0.2861
N -0.822 0.707 1.122 -0.47 -1.54 3.32 0.0293
C -1.224 1.186 -0.061 -1.11 0.46 -2.41 -0.8919
S -2.508 2.128 -0.294 0.04 0.31 0.11 0.8841
N -0.528 0.677 -1.209 -0.83 0.85 0.96 0.0940
C 0.815 0.683 -1.367 0.54 1.04 -5.00 -0.4427
N 1.166 0.570 -2.670 -1.47 -0.75 -0.58 0.2221
N 1.792 0.821 -0.519 0.79 1.24 1.75 0.2116
H 0.716 -2.434 0.605 -0.76 0.57 0.22 0.1180
H 1.137 -1.066 -0.366 -0.37 0.24 -0.04 0.0527
H -2.097 -1.576 2.273 -0.57 0.23 -0.27 0.1857
H -0.935 -0.924 3.240 0.27 0.02 0.41 0.1829
H -0.676 -2.317 2.355 0.52 -1.07 0.62 0.1560
H -1.466 1.142 1.913 1.86 -1.38 -1.92 0.2033
H -1.117 0.967 -2.021 1.08 -0.53 0.50 0.1601
H 0.535 0.219 -3.387 -0.57 0.23 0.72 0.1500
H 2.008 0.732 -3.167 1.53 0.37 0.74 0.1340
H 2.761 1.047 -0.839 -1.31 -0.40 0.50 0.1984
H 1.527 0.929 0.464 0.69 0.35 -0.44 0.1409
```
Forces are in eV/Å.

Summary:
* F_max: 0.0998 Eh/bohr
* LUMO energy: -7.2094 eV
* gap between HOMO and LUMO: 0.331 Ha
* structure (SMILES): C=C([NH3+])NC(=S)NC(N)=[NH2+]
* charge: +2

Entry 3:
Computed, not measured: a gas-phase ion, C3H8NOS2 (charge +1), with wB97M-V/def2-TZVPD.

Structure (XYZ):
```
15
Properties=species:S:1:pos:R:3:forces:R:3:lowdin_charge:R:1
N 0.734 -0.038 -1.678 -0.96 0.23 -0.56 0.2471
C -0.445 -0.025 -0.738 0.73 0.08 1.55 -0.3143
C -1.267 1.248 -0.731 -0.60 1.22 -1.25 -0.2163
O -0.770 2.341 -0.669 0.55 -0.51 -0.19 0.1116
C 0.033 0.037 0.733 -0.30 -2.07 0.71 -0.4753
S 0.548 -1.715 1.222 -0.05 1.06 0.95 0.4265
S 0.238 -1.698 3.311 -0.04 -0.04 -1.10 0.3817
H 0.352 -0.077 -2.626 0.19 0.59 -0.21 0.1829
H 1.316 0.798 -1.544 0.08 -0.24 -0.15 0.1874
H 1.250 -0.916 -1.635 0.45 0.11 0.68 0.1687
H -0.978 -0.956 -0.945 -0.27 0.31 0.16 0.1484
H -2.364 1.183 -0.762 -0.05 -0.54 0.23 0.1524
H 0.746 0.820 1.002 0.21 -0.16 -0.59 0.1046
H -0.831 0.243 1.369 -0.10 -0.07 -0.14 0.0777
H 1.438 -1.245 3.693 0.16 0.02 -0.09 -0.1833
```
Forces are in eV/Å.

Summary:
* F_max: 0.0429 Eh/bohr
* LUMO energy: -4.1836 eV
* gap between HOMO and LUMO: 0.330 Ha
* structure (SMILES): [NH3+][C@H](C=O)CSS
* charge: +1

Entry 4:
Computed, not measured: a molecular structure, C44H45N4OP2Re, with wB97M-V/def2-TZVPD.

Structure (XYZ):
```
97
Properties=species:S:1:pos:R:3:forces:R:3:lowdin_spin:R:1
Re -0.165 -0.413 -0.077 -0.45 0.17 -0.55 2.3632
C 3.041 -0.580 0.560 0.11 0.14 0.07 0.0063
P 2.132 -1.116 -0.938 -0.29 -0.27 0.06 0.0985
C 2.333 -2.921 -1.081 0.00 -0.08 -0.09 0.0073
C 3.064 -3.530 -2.099 0.01 -0.04 0.00 0.0013
C 3.135 -4.917 -2.180 -0.02 0.06 0.02 0.0005
C 2.481 -5.707 -1.246 -0.01 0.01 0.02 0.0017
C 1.742 -5.109 -0.229 0.03 0.06 -0.04 0.0012
C 1.661 -3.726 -0.157 0.07 -0.04 0.01 0.0143
C 3.018 -0.367 -2.328 0.03 0.06 -0.08 0.0270
C 2.294 0.279 -3.328 0.09 0.00 -0.05 0.0081
C 2.956 0.871 -4.400 -0.07 -0.05 0.08 0.0005
C 4.339 0.820 -4.474 0.03 -0.02 0.04 0.0000
C 5.068 0.176 -3.479 -0.06 0.00 0.02 0.0017
C 4.412 -0.415 -2.410 0.03 0.03 -0.07 0.0037
C 2.467 0.755 0.917 -0.30 0.00 -0.12 0.0209
C 3.036 1.947 1.259 0.04 0.34 0.13 0.0250
C 1.980 2.916 1.321 0.37 0.10 0.06 0.0291
C 0.819 2.266 1.015 -0.11 -0.32 -0.03 0.0178
C -0.582 2.759 0.799 0.11 0.10 -0.07 0.0049
P -1.245 1.875 -0.673 -0.31 -0.55 0.45 0.1029
C -1.292 3.074 -2.029 0.27 -0.13 -0.17 0.0306
C -2.243 4.097 -2.051 0.02 0.06 -0.03 0.0047
C -2.231 5.025 -3.081 0.06 -0.05 -0.04 0.0017
C -1.277 4.934 -4.093 -0.05 0.00 0.05 -0.0006
C -0.333 3.919 -4.074 -0.03 -0.04 0.08 0.0001
C -0.343 2.986 -3.042 0.04 0.03 -0.04 0.0038
C -3.015 1.500 -0.406 -0.03 0.05 -0.18 0.0069
C -3.706 0.993 -1.511 -0.11 0.00 -0.04 0.0040
C -5.017 0.550 -1.385 0.08 0.05 0.09 -0.0004
C -5.655 0.612 -0.149 0.05 0.03 -0.02 0.0039
C -4.979 1.130 0.949 0.06 0.00 -0.06 -0.0005
C -3.664 1.569 0.821 -0.06 -0.01 0.08 0.0024
N 1.099 0.932 0.776 0.22 0.14 -0.01 0.0733
H 4.109 -0.506 0.371 0.10 -0.03 0.03 -0.0005
H 2.881 -1.342 1.326 -0.02 0.00 0.06 0.0008
H 3.579 -2.928 -2.836 -0.02 0.00 0.01 0.0001
H 3.707 -5.378 -2.976 -0.03 0.03 0.04 0.0000
H 2.545 -6.786 -1.308 -0.01 0.05 0.00 0.0001
H 1.231 -5.721 0.506 0.02 0.03 -0.04 0.0000
H 1.070 -3.262 0.628 0.00 0.02 -0.01 0.0120
H 1.213 0.311 -3.269 0.00 -0.07 -0.02 0.0060
H 2.387 1.370 -5.176 0.02 -0.03 0.04 0.0001
H 4.855 1.284 -5.306 -0.02 -0.02 0.04 0.0000
H 6.149 0.137 -3.536 -0.03 0.00 0.00 0.0002
H 4.992 -0.922 -1.647 -0.03 0.02 -0.01 0.0003
H 4.089 2.123 1.434 -0.13 0.01 -0.03 0.0016
H 2.079 3.972 1.537 0.01 -0.16 -0.01 0.0020
H -0.581 3.833 0.626 -0.06 0.08 0.01 0.0003
H -1.238 2.549 1.646 0.06 -0.01 0.02 0.0000
H -2.991 4.169 -1.269 0.02 -0.03 -0.02 0.0004
H -2.967 5.819 -3.097 0.04 -0.04 0.00 0.0003
H -1.274 5.659 -4.898 -0.01 -0.02 0.04 0.0000
H 0.409 3.848 -4.860 -0.04 0.01 0.03 0.0001
H 0.389 2.186 -3.023 -0.08 0.11 0.01 0.0026
H -3.220 0.962 -2.484 -0.02 0.01 0.09 0.0004
H -5.547 0.172 -2.252 0.03 0.03 0.05 -0.0001
H -6.680 0.275 -0.046 0.07 0.02 -0.01 0.0002
H -5.474 1.198 1.910 0.03 -0.01 -0.06 -0.0001
H -3.152 1.958 1.693 -0.07 -0.03 -0.06 0.0000
C -3.703 -4.373 -2.241 0.09 0.12 -0.07 0.0012
N -2.793 -3.239 -2.212 -0.21 -0.02 -0.19 0.0095
C -2.469 -2.388 -3.343 -0.05 -0.19 0.19 0.0008
C -1.529 -1.383 -2.707 -0.13 -0.08 0.40 0.0210
O -1.020 -0.458 -3.280 0.20 0.19 0.04 0.0284
N -1.380 -1.699 -1.346 -0.20 -0.06 -0.61 0.0606
C -2.140 -2.807 -1.138 0.35 0.19 0.16 0.0136
N -2.208 -3.434 0.022 -0.03 -0.06 0.16 0.0041
H -4.301 -4.307 -3.145 -0.01 -0.01 -0.02 0.0000
H -4.388 -4.346 -1.391 0.02 0.05 -0.02 0.0002
H -3.168 -5.323 -2.248 0.04 -0.01 0.00 0.0005
H -3.348 -1.893 -3.755 -0.02 0.05 0.00 -0.0001
H -1.958 -2.932 -4.137 0.03 -0.05 -0.06 -0.0001
H -1.727 -3.046 0.819 0.06 0.05 0.11 0.0002
H -2.807 -4.229 0.160 0.02 0.00 -0.01 0.0000
C -1.158 0.439 3.598 -0.10 0.06 0.11 -0.0098
C -0.779 -0.924 3.008 -0.07 -0.07 -0.14 0.0096
C 0.717 -1.147 3.281 0.06 0.11 -0.05 0.0062
C -1.131 -0.880 1.510 0.53 0.01 0.26 -0.0599
C -1.571 -2.077 3.633 0.05 -0.11 -0.09 -0.0005
C -2.634 -1.889 4.509 -0.11 -0.08 0.02 0.0006
C -3.352 -2.976 5.007 0.06 0.07 -0.05 -0.0005
C -3.018 -4.272 4.642 0.06 0.06 -0.04 -0.0003
C -1.945 -4.478 3.781 -0.02 0.09 0.03 -0.0003
C -1.234 -3.392 3.289 0.00 -0.01 -0.02 -0.0014
H -0.552 1.212 3.123 -0.01 -0.07 0.08 -0.0002
H -0.955 0.464 4.673 -0.01 -0.01 -0.06 -0.0010
H -2.216 0.680 3.450 0.10 -0.04 -0.03 -0.0003
H 1.294 -0.290 2.927 -0.03 -0.08 0.05 0.0003
H 1.100 -2.046 2.791 -0.06 0.08 0.03 0.0028
H 0.886 -1.253 4.356 -0.03 0.00 -0.07 0.0002
H -2.183 -1.142 1.351 -0.22 0.04 0.08 0.0223
H -2.913 -0.889 4.819 0.00 -0.09 -0.02 0.0001
H -4.177 -2.803 5.689 0.04 0.00 -0.02 0.0000
H -3.573 -5.114 5.037 0.02 0.04 -0.01 0.0000
H -1.648 -5.486 3.513 -0.01 0.04 0.00 0.0000
H -0.374 -3.570 2.647 -0.08 0.00 0.02 -0.0001
```
Forces are in eV/Å.

Summary:
* F_max: 0.0151 Eh/bohr
* LUMO energy (alpha / beta): -1.9532 / -2.8578 eV
* gap between HOMO and LUMO (alpha / beta): 0.269 / 0.259 Ha
* spin multiplicity: 4
* charge: +1
* <S²>: 3.84

Entry 5:
Computed, not measured: a molecular structure, C5H10O2, with wB97M-V/def2-TZVPD.

Structure (XYZ):
```
17
Properties=species:S:1:pos:R:3:forces:R:3:lowdin_charge:R:1
C 2.213 0.417 0.565 0.54 -0.03 0.30 0.0358
O 0.785 1.089 -0.478 -0.25 0.23 -0.19 -0.1768
C 0.681 -0.209 -0.058 0.46 0.09 -0.26 -0.4766
C -0.162 -0.549 1.147 -0.35 -0.05 0.15 -0.0919
C -1.013 -0.720 -0.026 -0.29 -0.14 0.15 -0.1259
C -1.793 0.387 -0.621 0.14 0.05 0.33 -0.2542
O -2.509 -0.005 -1.779 0.17 -0.04 -0.26 -0.0561
H 2.559 -0.506 1.042 -0.04 -0.04 -0.01 0.0753
H 2.066 1.192 1.310 -0.11 -0.10 -0.14 0.0896
H 2.912 0.725 -0.205 -0.11 -0.05 0.02 0.0833
H 1.090 -1.019 -0.671 -0.08 0.12 0.06 0.1577
H 0.132 -1.449 1.687 0.00 0.11 -0.10 0.1235
H -0.340 0.311 1.793 0.03 -0.09 -0.13 0.1341
H -1.170 -1.716 -0.426 0.05 0.13 0.06 0.1330
H -2.515 0.818 0.082 0.11 -0.04 -0.07 0.1336
H -1.043 1.197 -0.842 -0.09 -0.10 0.03 0.1244
H -1.895 0.036 -2.521 -0.17 -0.02 0.06 0.0909
```
Forces are in eV/Å.

Summary:
* F_max: 0.0121 Eh/bohr
* LUMO energy (alpha / beta): 0.2204 / 0.2196 eV
* gap between HOMO and LUMO (alpha / beta): 0.289 / 0.289 Ha

Entry 6:
Computed, not measured: a single C4H12N2 molecule, with wB97M-V/def2-TZVPD.

Structure (XYZ):
```
18
Properties=species:S:1:pos:R:3:forces:R:3:lowdin_charge:R:1
C 1.351 -0.423 1.929 -1.59 1.13 0.96 -0.0949
C 0.142 -0.513 0.983 -1.92 -0.99 0.35 -0.2461
C 0.372 0.063 -0.420 -0.08 1.91 0.36 -0.3787
N 0.814 1.519 -0.246 2.74 -1.06 -2.95 -0.0029
C -0.938 0.273 -1.225 -1.23 -0.08 0.73 -0.2558
N -1.856 -0.862 -1.052 -1.40 2.86 0.39 -0.0117
H 1.464 0.670 2.112 0.59 -1.00 0.46 0.0680
H 1.428 -1.016 2.877 -1.17 0.74 -0.56 0.0889
H 2.168 -0.831 1.443 1.96 -0.25 -1.45 0.0388
H -0.832 -0.093 1.321 0.97 0.89 0.42 0.1205
H -0.308 -1.509 0.981 0.86 -0.64 -0.60 0.0931
H 1.171 -0.477 -0.998 -0.89 0.14 0.51 0.1408
H 1.278 1.677 0.631 0.15 -0.14 0.31 0.0169
H 1.651 1.528 -0.962 -2.02 0.78 1.84 0.1151
H -1.475 1.282 -0.912 1.25 -2.17 -0.26 0.1422
H -0.805 0.337 -2.297 0.92 0.57 -0.32 0.0893
H -2.533 -0.837 -1.785 -0.38 -0.43 -0.23 0.0563
H -1.477 -1.733 -0.924 1.25 -2.26 0.06 0.0201
```
Forces are in eV/Å.

Summary:
* F_max: 0.0809 Eh/bohr
* LUMO energy: 1.0692 eV
* gap between HOMO and LUMO: 0.361 Ha
* structure (SMILES): CC[C@H](N)CN

Entry 7:
Computed, not measured: a molecular structure, C5H12N2O, with wB97M-V/def2-TZVPD.

Structure (XYZ):
```
20
Properties=species:S:1:pos:R:3:forces:R:3:lowdin_charge:R:1
C -1.625 0.267 1.362 2.81 -1.87 0.35 -0.3274
C 0.130 -0.420 1.825 -2.32 0.72 0.51 -0.0657
O -1.645 1.415 0.746 1.03 1.62 -1.59 -0.2239
H -0.646 1.575 -0.101 -1.30 -0.61 0.74 0.0829
H -1.960 -0.603 0.778 -0.34 -0.05 0.22 0.0625
H -2.011 0.296 2.387 -0.03 -0.10 -0.14 0.0823
H -0.296 -1.034 2.613 0.27 -0.05 0.41 0.0189
H 0.691 0.408 2.255 -0.03 0.08 0.07 0.0310
H 0.806 -1.088 1.306 -0.18 0.01 -0.70 -0.0044
C 2.084 -0.419 -0.840 -0.10 -0.10 0.10 -0.0255
C 0.677 0.094 -0.860 0.28 1.55 -1.17 -0.4390
C -1.288 -0.515 -1.951 0.20 0.27 0.26 0.0333
N -0.275 -0.830 -1.258 -0.31 -0.44 0.40 0.0538
N 0.393 1.368 -0.747 -0.22 -1.04 0.58 0.1699
H 1.167 1.959 -0.470 0.15 -0.16 0.04 0.1103
H 2.498 -0.352 -1.849 -0.01 0.07 0.01 0.0934
H 2.098 -1.468 -0.555 -0.07 -0.02 0.02 0.0811
H 2.708 0.144 -0.150 -0.01 0.08 -0.05 0.0870
H -1.471 0.483 -2.352 0.16 0.09 0.00 0.0954
H -2.035 -1.279 -2.139 0.02 -0.07 -0.06 0.0841
```
Forces are in eV/Å.

Summary:
* F_max: 0.0660 Eh/bohr
* LUMO energy: -0.5087 eV
* gap between HOMO and LUMO: 0.268 Ha

Entry 8:
Computed, not measured: a molecular structure, C2H7PS2, with wB97M-V/def2-TZVPD.

Structure (XYZ):
```
12
Properties=species:S:1:pos:R:3:forces:R:3:lowdin_charge:R:1
C 1.789 -0.479 0.754 0.05 0.06 0.01 -0.2525
C 1.110 -1.442 -0.121 -0.82 -0.07 -0.22 -0.6217
P -1.089 0.413 0.513 0.35 -0.01 0.16 0.1231
S -3.105 0.412 -0.077 -0.20 -0.03 -0.46 0.1779
S -0.519 -1.313 -0.458 0.57 0.06 0.36 0.5440
H 1.699 0.533 0.332 0.04 0.06 0.06 0.0608
H 1.287 -0.432 1.731 0.04 0.04 0.05 0.0586
H 2.839 -0.722 0.893 0.03 0.01 0.01 0.0744
H -0.967 2.404 -1.700 -0.26 -0.56 -1.21 -0.0059
H 1.613 -2.267 -0.591 0.08 -0.14 -0.13 0.0410
H -1.125 2.070 -2.390 0.26 0.63 1.09 0.0262
H -3.532 0.823 1.114 -0.14 -0.05 0.28 -0.2260
```
Forces are in eV/Å.

Summary:
* F_max: 0.0264 Eh/bohr
* LUMO energy (alpha / beta): -0.5445 / -0.0654 eV
* gap between HOMO and LUMO (alpha / beta): 0.249 / 0.267 Ha